(1)
{
  "formula": "C8H13N9O4PdS4",
  "method": "ωB97M-V/def2-TZVPD",
  "molar_mass_g_mol": 533.94,
  "total_charge": -2,
  "fmax_ev_per_a": 1.32,
  "homo_lumo_gap_ev": 6.3,
  "lumo_energy_ev": 4.159,
  "elements": ["Pd", "S", "S", "S", "S", "O", "O", "O", "O", "N", "N", "N", "N", "N", "N", "N", "N", "N", "C", "C", "C", "C", "C", "C", "C", "C", "H", "H", "H", "H", "H", "H", "H", "H", "H", "H", "H", "H", "H"],
  "positions_angstrom": [[-1.7713, 0.1062, -0.1040], [-0.0623, 0.5673, 2.2469], [3.4093, 0.3132, 0.4975], [0.7718, -2.3202, 0.4046], [-3.8046, -1.1762, 0.5260], [-2.4789, -1.9377, 0.4341], [-4.8777, -1.9550, 1.0925], [-4.0471, -0.6198, -0.8177], [-3.3799, 0.0034, 1.4033], [-0.7288, -0.0160, -1.9180], [-1.5591, 2.1322, -0.5152], [-1.5090, 4.2676, -0.4673], [-0.0244, -1.0269, -2.4793], [-1.3603, 3.2127, 0.2590], [-0.8441, 0.1412, -4.1164], [-0.0887, -0.9232, -3.7578], [-1.7822, 3.9314, -1.7483], [-2.0074, 1.7924, -2.8272], [0.8748, -0.8725, 2.8121], [-1.2189, 0.6548, -2.9609], [1.8240, 1.1818, 0.2486], [2.5796, -2.3912, 0.3511], [0.4176, -2.1703, 2.1598], [-1.8069, 2.6106, -1.7263], [3.1976, -1.2294, -0.4258], [1.1929, 1.6514, 1.5559], [0.6391, 2.5754, 1.3723], [-2.1786, 2.2837, -3.6885], [2.9832, -2.4298, 1.3655], [-0.6715, -2.2642, 2.1942], [1.9340, -0.6854, 2.6199], [0.7466, -0.9544, 3.8942], [2.0155, 2.0473, -0.3893], [2.8534, -3.3256, -0.1462], [0.8468, -3.0184, 2.7054], [1.1518, 0.5150, -0.2955], [1.9505, 1.8568, 2.3161], [2.6084, -1.0262, -1.3222], [4.2047, -1.5020, -0.7529]]
}


(2)
{
  "formula": "C8H13NO4S",
  "method": "ωB97M-V/def2-TZVPD",
  "molar_mass_g_mol": 219.26,
  "fmax_ev_per_a": 4.94,
  "homo_lumo_gap_ev": 10.3,
  "lumo_energy_ev": 0.533,
  "elements": ["S", "O", "O", "O", "O", "N", "C", "C", "C", "C", "C", "C", "C", "C", "H", "H", "H", "H", "H", "H", "H", "H", "H", "H", "H", "H", "H"],
  "positions_angstrom": [[-1.5502, 0.2618, 2.5479], [2.1783, -0.6149, -1.4921], [-1.1227, 1.4924, 1.6382], [-0.6960, 0.3669, 3.7149], [-2.9299, 0.1842, 2.8766], [0.1651, -0.8913, -0.6507], [-1.1570, -1.1870, 1.5815], [-0.2809, -2.1397, 2.3786], [1.3228, 1.0588, 1.5430], [0.0536, 2.0490, -0.3372], [0.3207, -0.4825, -3.0307], [-0.2270, -0.3069, 0.3564], [0.0678, 1.1095, 0.7973], [0.9800, -0.6419, -1.7061], [1.0102, 0.4119, 2.4249], [-0.8625, -2.3484, 3.2862], [0.8397, 0.1345, -3.6582], [1.5979, 2.0431, 1.8941], [-0.7888, -0.4367, -2.9071], [-0.0893, -3.1589, 1.8869], [-2.1884, -1.6275, 1.2330], [0.6145, -1.6871, 2.6134], [0.9042, 2.0670, -0.9500], [2.3444, 0.7018, 1.1313], [0.3238, -1.5100, -3.5233], [-0.2217, 3.0772, -0.0627], [-0.7986, 1.7731, -1.0605]]
}


(3)
{
  "formula": "C8H13NO5",
  "method": "ωB97M-V/def2-TZVPD",
  "molar_mass_g_mol": 203.19,
  "fmax_ev_per_a": 4.46,
  "homo_lumo_gap_ev": 8.4,
  "lumo_energy_ev": 0.166,
  "elements": ["O", "O", "O", "O", "O", "N", "C", "C", "C", "C", "C", "C", "C", "C", "H", "H", "H", "H", "H", "H", "H", "H", "H", "H", "H", "H", "H"],
  "positions_angstrom": [[1.6207, 1.9212, -1.1885], [-2.5407, -0.7960, 1.9890], [-0.8719, 1.3813, 0.3945], [-3.4474, 0.3850, -1.2785], [2.3129, -1.7181, -0.7544], [2.7506, -2.3267, 0.4620], [1.9323, 0.6194, -1.3546], [-1.6502, -1.2760, -0.9663], [-2.7604, 0.3334, 1.6407], [2.3038, 0.3838, -2.8026], [1.8985, -0.3668, -0.4871], [-2.4638, -0.0425, -0.7430], [-3.8740, 1.1848, 2.1029], [-1.8866, 0.6944, 0.4387], [2.6666, -0.6386, -2.8259], [-0.6112, -1.1218, -1.1928], [-3.9678, 1.0836, 3.2244], [-1.5026, -1.9692, -0.1366], [2.3682, -3.2566, 0.4822], [-4.8563, 0.8594, 1.6210], [3.8078, -2.5884, 0.5193], [1.3898, 0.5294, -3.5673], [-2.0094, -1.7706, -1.8958], [-3.8474, 2.3693, 1.8863], [1.4730, -0.1950, 0.5323], [1.2927, 2.0784, -0.1886], [2.9819, 1.1341, -3.1206]]
}